Entry 1:
{"formula": "C5H20FeN10O9P", "method": "ωB97M-V with the def2-TZVPD basis set", "spin_multiplicity": 5, "relative_energy_kj_mol": 818.2, "homo_energy_ev": [-0.4, -0.4], "charge": -1, "orbital_gap_ev": [2.17, 2.16], "species": ["Fe", "P", "O", "O", "O", "O", "C", "O", "N", "N", "H", "H", "H", "H", "C", "O", "N", "N", "H", "H", "H", "H", "C", "O", "N", "N", "H", "H", "H", "H", "C", "O", "N", "N", "H", "H", "H", "H", "C", "O", "N", "N", "H", "H", "H", "H"], "xyz": [[-0.295, -0.854, -0.154], [-0.655, -3.056, 1.079], [-1.203, -1.720, 1.363], [-1.521, -4.254, 0.757], [0.186, -3.756, 2.223], [0.145, -2.766, -0.176], [-2.336, -1.221, -2.456], [-2.004, -0.778, -1.404], [-3.314, -2.090, -2.618], [-1.717, -0.935, -3.545], [-3.419, -2.435, -3.562], [-3.914, -2.428, -1.879], [-1.986, -1.459, -4.366], [-1.063, -0.170, -3.626], [1.928, -0.339, -2.364], [0.874, -0.286, -1.827], [2.597, -1.428, -2.413], [2.626, 0.642, -2.890], [2.112, -2.311, -2.344], [3.416, -1.467, -3.002], [3.323, 0.276, -3.522], [2.030, 1.420, -3.132], [-1.534, 1.250, 3.576], [-2.679, 0.981, 3.713], [-0.592, 0.509, 2.965], [-1.045, 2.366, 4.060], [-0.876, -0.418, 2.684], [0.343, 0.829, 3.174], [-0.041, 2.441, 4.151], [-1.668, 3.090, 4.387], [2.514, -0.232, 1.330], [1.370, -0.421, 1.049], [3.143, -0.862, 2.277], [3.263, 0.692, 0.875], [4.152, -0.876, 2.256], [2.550, -1.497, 2.792], [2.943, 1.205, 0.067], [4.180, 0.423, 1.202], [-1.270, 2.246, -0.103], [-0.785, 1.147, 0.035], [-0.641, 3.319, -0.371], [-2.494, 2.463, 0.004], [0.344, 3.408, -0.164], [-1.073, 4.227, -0.472], [-2.746, 3.407, 0.260], [-3.168, 1.719, 0.114]], "lowdin_charge": [0.655, -0.200, -0.393, -0.479, -0.528, -0.417, -0.750, 0.042, 0.197, 0.181, 0.098, 0.133, 0.106, 0.115, -0.788, 0.048, 0.205, 0.167, 0.140, 0.107, 0.102, 0.118, -0.793, 0.054, 0.184, 0.126, 0.071, 0.091, 0.089, 0.100, -0.785, 0.044, 0.186, 0.182, 0.105, 0.130, 0.116, 0.104, -0.792, 0.027, 0.181, 0.215, 0.122, 0.112, 0.121, 0.150]}

=====

Entry 2:
{"formula": "C6H4N6", "method": "ωB97M-V with the def2-TZVPD basis set", "relative_energy_kj_mol": 287.5, "homo_energy_ev": [-8.8, -8.8], "orbital_gap_ev": [7.03, 7.03], "species": ["C", "C", "C", "C", "C", "C", "N", "N", "N", "N", "N", "N", "H", "H", "H", "H"], "xyz": [[-0.352, 0.904, 1.671], [-1.733, 0.015, -0.038], [0.341, -1.040, -1.664], [1.712, 0.042, -0.061], [-0.673, 0.895, 0.300], [0.669, -0.885, -0.301], [-0.099, 0.812, 2.787], [-2.510, -0.789, -0.305], [0.095, -1.120, -2.781], [2.457, 0.903, 0.100], [-0.432, 1.986, -0.497], [0.462, -1.919, 0.580], [0.403, 2.520, -0.293], [-0.638, 1.866, -1.483], [-0.373, -2.467, 0.432], [0.670, -1.723, 1.552]], "lowdin_charge": [-0.197, -0.224, -0.194, -0.224, -0.373, -0.372, 0.217, 0.204, 0.218, 0.202, 0.151, 0.152, 0.104, 0.119, 0.109, 0.109]}

=====

Entry 3:
{"formula": "C5H7BrOS", "method": "ωB97M-V with the def2-TZVPD basis set", "relative_energy_kj_mol": 0.0, "homo_energy_ev": -9.1, "orbital_gap_ev": 9.66, "species": ["C", "C", "C", "C", "C", "O", "S", "Br", "H", "H", "H", "H", "H", "H", "H"], "xyz": [[-0.204, -0.324, -1.671], [0.586, -0.360, 0.816], [1.791, -0.784, 0.004], [-0.390, 0.499, 0.037], [-1.805, 0.621, 0.464], [-0.868, 0.020, -2.569], [1.173, -1.439, -1.621], [0.724, 2.156, -0.216], [0.101, -1.307, 1.177], [0.866, 0.213, 1.636], [2.456, 0.135, -0.270], [2.205, -1.564, 0.663], [-1.898, 1.227, 1.377], [-2.462, -0.284, 0.506], [-2.276, 1.192, -0.335]], "lowdin_charge": [-0.668, -0.388, -0.483, -0.694, -0.115, 0.043, 0.938, 0.727, 0.139, 0.073, 0.070, 0.085, 0.088, 0.110, 0.076]}

=====

Entry 4:
{"formula": "C11H16Cl3MoNOS", "method": "ωB97M-V with the def2-TZVPD basis set", "spin_multiplicity": 3, "relative_energy_kj_mol": 454.1, "homo_energy_ev": [-1.2, -1.2], "charge": -2, "orbital_gap_ev": [4.19, 4.83], "species": ["C", "C", "C", "C", "C", "C", "C", "C", "C", "C", "Mo", "Cl", "Cl", "Cl", "H", "H", "H", "H", "H", "H", "H", "H", "H", "H", "H", "H", "H", "H", "H", "O", "H", "S", "C", "N"], "xyz": [[0.093, -1.514, 0.466], [1.290, -0.810, 0.823], [1.740, -0.128, -0.366], [2.071, -1.213, 1.951], [0.903, -0.413, -1.500], [-0.149, -1.395, -0.998], [-1.454, -1.681, -1.476], [-0.872, -2.242, 1.295], [3.020, 0.539, -0.348], [0.920, 0.132, -2.863], [-0.939, 0.425, -0.025], [-0.310, 0.435, 4.936], [-2.905, 1.858, -0.569], [0.693, 2.417, 0.075], [1.415, -1.302, 2.823], [2.765, -0.469, 2.297], [2.593, -2.139, 1.680], [3.193, 0.995, 0.610], [3.158, 1.348, -1.061], [3.886, -0.092, -0.480], [1.417, 1.083, -2.895], [-0.105, 0.398, -3.132], [1.320, -0.464, -3.692], [-1.884, -1.031, -2.287], [-2.268, -1.318, -0.403], [-1.611, -2.723, -1.872], [-0.674, -2.176, 2.391], [-1.064, -3.283, 0.902], [-1.800, -1.661, 1.275], [-2.721, -1.001, 0.543], [-3.219, -0.134, 0.711], [-3.314, 5.434, -0.938], [-2.796, 5.883, 0.511], [-2.392, 6.243, 1.615]], "lowdin_charge": [-0.337, -0.247, -0.327, -0.037, -0.237, -0.345, -0.182, -0.074, -0.108, -0.054, 1.257, -0.879, -0.118, -0.024, 0.063, 0.081, 0.109, 0.069, 0.071, 0.092, 0.068, 0.080, 0.086, 0.069, -0.061, 0.082, 0.095, 0.110, -0.031, -0.311, 0.018, 0.264, -1.154, -0.086]}

=====

Entry 5:
{"formula": "CH5IN2O", "method": "ωB97M-V with the def2-TZVPD basis set", "relative_energy_kj_mol": 158.5, "homo_energy_ev": -9.2, "smiles": "CNONI", "orbital_gap_ev": 8.49, "species": ["C", "N", "O", "N", "I", "H", "H", "H", "H", "H"], "xyz": [[-1.161, -0.011, -0.746], [-0.728, 0.807, 0.327], [0.261, 0.121, 1.259], [1.091, -0.680, 0.609], [3.029, 0.322, 0.129], [-1.175, -0.964, -0.246], [-2.067, 0.353, -1.082], [-0.373, -0.067, -1.654], [-0.113, 1.583, 0.107], [1.237, -1.465, 1.298]], "lowdin_charge": [-0.141, -0.055, -0.301, -0.438, 0.523, 0.074, 0.051, 0.122, 0.086, 0.079]}

=====

Entry 6:
{"formula": "C42H35AsF6N9O2S2W", "method": "ωB97M-V with the def2-TZVPD basis set", "spin_multiplicity": 4, "relative_energy_kj_mol": 153.4, "homo_energy_ev": [-12.4, -13.5], "charge": 2, "orbital_gap_ev": [5.75, 5.31], "species": ["W", "C", "C", "C", "C", "N", "C", "N", "C", "N", "C", "N", "C", "C", "C", "C", "C", "N", "C", "C", "C", "C", "C", "C", "H", "H", "H", "H", "H", "H", "H", "H", "H", "H", "H", "H", "S", "C", "N", "C", "C", "N", "C", "C", "C", "C", "C", "C", "C", "C", "S", "C", "C", "C", "C", "C", "C", "C", "H", "H", "H", "H", "H", "H", "H", "H", "H", "H", "H", "H", "H", "H", "H", "H", "H", "H", "O", "N", "N", "O", "C", "C", "C", "C", "C", "C", "H", "H", "H", "H", "H", "F", "As", "F", "F", "F", "F", "F"], "xyz": [[-0.522, -1.623, -0.215], [3.154, -0.753, 1.912], [2.864, -0.520, 3.258], [1.568, -0.647, 3.676], [0.556, -1.000, 2.769], [0.830, -1.188, 1.447], [2.130, -1.073, 1.066], [-0.696, -1.058, 3.277], [-1.739, -1.415, 2.634], [-1.814, -1.928, 1.329], [-3.193, -2.106, 1.058], [-3.729, -2.598, 0.008], [-3.058, -3.270, -0.966], [-3.835, -3.917, -1.935], [-3.235, -4.719, -2.874], [-1.854, -4.917, -2.795], [-1.139, -4.233, -1.847], [-1.701, -3.372, -0.968], [-3.976, -1.679, 2.207], [-5.341, -1.645, 2.429], [-5.773, -1.186, 3.666], [-4.868, -0.793, 4.652], [-3.499, -0.836, 4.429], [-3.073, -1.284, 3.192], [4.161, -0.694, 1.528], [3.648, -0.249, 3.953], [1.259, -0.479, 4.697], [2.332, -1.237, 0.023], [-4.904, -3.773, -1.881], [-3.819, -5.206, -3.644], [-1.343, -5.589, -3.469], [-0.071, -4.362, -1.778], [-6.037, -1.960, 1.664], [-6.833, -1.124, 3.873], [-5.243, -0.456, 5.609], [-2.783, -0.544, 5.185], [0.774, 0.528, -1.231], [1.208, 1.866, -0.190], [2.372, 2.528, -0.321], [2.707, 3.512, 0.698], [1.462, 4.253, 1.154], [0.453, 3.296, 1.579], [-0.471, 3.593, 2.665], [-0.110, 2.856, 3.940], [-1.043, 2.044, 4.571], [-0.724, 1.404, 5.761], [0.536, 1.558, 6.318], [1.479, 2.356, 5.684], [1.158, 2.999, 4.499], [0.298, 2.197, 0.822], [-1.090, 1.171, 0.979], [3.276, 2.374, -1.465], [3.079, 3.451, -2.514], [4.074, 4.400, -2.724], [3.907, 5.395, -3.676], [2.742, 5.454, -4.424], [1.743, 4.511, -4.222], [1.911, 3.514, -3.275], [3.423, 4.220, 0.284], [3.166, 3.004, 1.552], [1.068, 4.860, 0.332], [1.708, 4.916, 1.980], [-1.476, 3.292, 2.353], [-0.475, 4.671, 2.831], [-2.033, 1.928, 4.141], [-1.462, 0.793, 6.265], [0.782, 1.065, 7.250], [2.460, 2.491, 6.120], [1.895, 3.635, 4.022], [3.112, 1.384, -1.891], [4.297, 2.419, -1.087], [4.990, 4.356, -2.146], [4.688, 6.127, -3.831], [2.617, 6.225, -5.173], [0.839, 4.544, -4.815], [1.140, 2.768, -3.143], [-1.895, -0.665, -1.022], [-2.117, -0.828, -2.310], [-1.138, -1.430, -2.866], [-0.078, -1.755, -2.127], [-1.122, -1.666, -4.260], [-0.045, -2.351, -4.812], [-0.007, -2.534, -6.182], [-1.028, -2.047, -6.986], [-2.112, -1.384, -6.417], [-2.173, -1.191, -5.053], [0.745, -2.725, -4.175], [0.832, -3.055, -6.623], [-0.984, -2.180, -8.058], [-2.913, -1.005, -7.037], [-3.003, -0.679, -4.591], [0.767, -3.113, -0.123], [2.828, -4.292, -0.669], [2.724, -4.268, 1.025], [3.815, -2.882, -0.585], [4.111, -5.283, -1.074], [2.215, -3.648, -2.142], [1.679, -5.543, -0.755]], "lowdin_charge": [1.719, -0.021, -0.004, 0.029, -0.303, -0.063, -0.192, 0.191, -0.305, -0.029, -0.250, 0.198, -0.309, 0.029, -0.005, -0.014, -0.104, 0.008, -0.094, 0.025, -0.029, -0.028, 0.016, -0.102, 0.126, 0.128, 0.113, 0.058, 0.130, 0.128, 0.128, 0.082, 0.127, 0.120, 0.120, 0.101, 0.824, -0.602, -0.078, -0.086, -0.089, -0.090, -0.110, -0.209, -0.048, -0.076, -0.080, -0.071, -0.035, -0.598, 0.948, -0.107, -0.212, -0.043, -0.062, -0.065, -0.066, -0.043, 0.139, 0.140, 0.151, 0.135, 0.099, 0.146, 0.111, 0.100, 0.116, 0.114, 0.109, 0.098, 0.134, 0.115, 0.113, 0.113, 0.110, 0.086, -0.399, 0.136, -0.138, -0.344, -0.173, 0.008, -0.039, -0.035, -0.043, 0.005, 0.113, 0.122, 0.121, 0.121, 0.118, -0.426, 0.910, -0.171, -0.208, -0.138, -0.206, -0.187]}